No. 1
The following is a DFT calculation (ωB97M-V with the def2-TZVPD basis set) of C40H43BBrN3O7RhSbSe4 as an isolated structure.

Geometry as XYZ:
```
101
Properties=species:S:1:pos:R:3
Rh -1.39986 -0.33764 0.00783
O 3.12807 -0.15355 4.67547
C 2.34319 -0.16652 3.55693
C 2.74734 -0.74977 2.38852
C 1.86720 -0.75957 1.27108
N 0.61331 -0.21526 1.35091
C 0.27535 0.35596 2.51005
C 1.08916 0.43463 3.62446
C -1.12217 0.94747 2.63175
O -1.43449 1.53488 3.65646
O -1.90776 0.75771 1.63263
C 2.41339 -1.34937 0.12223
O 3.50267 -1.81623 -0.16411
O 1.39122 -1.36877 -1.09547
H 3.86579 -0.75433 4.52505
H 3.70508 -1.24425 2.29109
H 0.71183 0.89480 4.52372
Se -2.70787 -5.69022 3.10717
Sb -0.91366 -4.20103 2.51857
Se 1.30228 -5.02745 1.81504
Se 0.42660 -3.06406 4.23724
Se -1.77080 -2.74614 0.65151
Br -4.91169 -5.13915 -6.46772
C -4.23085 -3.99142 -5.10526
C -2.86156 -3.88435 -4.94035
C -2.37467 -3.03896 -3.95409
C -3.24480 -2.30769 -3.15886
C -4.61581 -2.44428 -3.33437
C -5.12101 -3.29052 -4.30938
C -2.72454 -1.35194 -2.11750
O -3.52203 -0.62318 -1.51426
O -1.47179 -1.36453 -1.89520
H -2.18762 -4.45090 -5.56830
H -1.31022 -2.93071 -3.80086
H -5.27296 -1.87199 -2.69312
H -6.18708 -3.40409 -4.44937
C 1.09610 -2.77527 -1.36736
C 1.98834 -0.68056 -2.26554
C 2.57299 0.64317 -1.79938
C 0.99017 -0.61915 -3.39770
C 1.17044 -1.51975 -4.44190
C 0.34484 -1.50453 -5.55296
C -0.68221 -0.57981 -5.61655
C -0.90022 0.33433 -4.59154
C -2.03552 1.33636 -4.72350
C -1.75894 2.30980 -5.87391
C -3.39406 0.66184 -4.91911
C -0.05450 0.31002 -3.47196
N -0.22056 1.29664 -2.46796
B -0.72058 1.28006 -1.09270
N -0.67382 2.69531 -0.73539
C -0.17640 3.43011 -1.81002
C 0.08793 2.61229 -2.83552
C -0.84122 3.38547 0.50885
C -2.11086 3.77535 0.95896
C -2.19282 4.39682 2.20016
C -1.06774 4.67261 2.95682
C 0.18023 4.37004 2.45175
C 0.31502 3.73455 1.22208
C 1.70708 3.55320 0.63794
C 2.27337 4.92153 0.23645
C 2.68356 2.83727 1.56539
C -3.40152 3.66741 0.15662
C -3.32792 4.44918 -1.16044
C -3.92615 2.25614 -0.08880
H 0.74848 -3.20264 -0.43136
H 2.01743 -3.26040 -1.68994
H 0.30698 -2.80090 -2.10977
H 2.80536 -1.33443 -2.57847
H 1.91291 1.13225 -1.08753
H 2.69701 1.30039 -2.66005
H 3.53980 0.47817 -1.32799
H 1.97869 -2.23969 -4.37904
H 0.49477 -2.21450 -6.35677
H -1.34076 -0.57491 -6.47764
H -2.09207 1.90864 -3.79778
H -1.73944 1.78088 -6.83036
H -0.80026 2.81552 -5.75205
H -2.54132 3.06995 -5.92496
H -3.40562 0.01906 -5.80300
H -4.16617 1.42421 -5.04667
H -3.66093 0.06067 -4.05227
H -0.05084 4.49856 -1.74981
H 0.48217 2.84826 -3.80994
H -3.17134 4.66026 2.58442
H -1.16797 5.12341 3.93597
H 1.06642 4.61686 3.02396
H 1.62095 2.95513 -0.26815
H 2.44917 5.53522 1.12354
H 1.58555 5.46628 -0.41245
H 3.22386 4.80277 -0.28966
H 2.78999 3.35546 2.52072
H 3.67149 2.78877 1.09951
H 2.35732 1.82195 1.77267
H -4.14771 4.17798 0.77512
H -2.67624 3.95243 -1.87910
H -2.95517 5.46442 -1.00114
H -4.32433 4.51419 -1.60553
H -3.32806 1.72161 -0.82420
H -4.94685 2.30809 -0.47867
H -3.92415 1.66550 0.82478
```

The net charge is -2. The calculation puts the gap between HOMO and LUMO (alpha / beta) at 4.8 / 5.8 eV. The calculation puts the energy relative to the best compared isomer or geometry (same formula, charge and spin) at 2.5156 eV. The value obtained for the total energy is -14796.5890 Ha. Its multiplicity is 5.


No. 2
The following is a DFT calculation (ωB97M-V with the def2-TZVPD basis set) of a 6-piece molecular cluster, C40H43BrF5NP overall in a non-equilibrium geometry.

Geometry as XYZ:
```
91
Properties=species:S:1:pos:R:3
N 0.84854 -3.85948 0.86634
C 1.08270 -3.40227 -0.51725
C 0.51624 -1.99895 -0.84399
C 0.26753 -1.10339 0.38019
P -1.44325 -1.54815 1.17767
Br -1.27742 0.35246 2.62901
C -3.24065 -1.94103 1.83169
C -3.92829 -2.74252 0.75794
C -3.87200 -4.12237 0.77127
C -4.46488 -4.83230 -0.24476
C -5.09426 -4.15017 -1.25263
C -5.16375 -2.78469 -1.27177
C -4.57561 -2.05778 -0.25670
H 1.42520 -4.67906 1.04010
H -0.10278 -4.21569 0.91742
H 2.17237 -3.35183 -0.64813
H 0.72723 -4.17555 -1.21543
H -0.39591 -2.11500 -1.44497
H 1.24478 -1.52955 -1.52523
H 1.06394 -1.19454 1.12506
H 0.15580 -0.08232 -0.00467
H -0.83272 -2.33137 2.22133
H -1.53693 -2.72959 0.33966
H -2.06445 -0.70028 0.18063
H -3.21026 -2.52708 2.75721
H -3.81815 -1.02155 1.95836
H -3.34387 -4.59241 1.59546
H -4.42799 -5.91673 -0.28455
H -5.56981 -4.68830 -2.07538
H -5.64429 -2.24948 -2.08632
H -4.58902 -0.97640 -0.20901
F -3.33091 0.79188 -1.35024
C -2.50360 1.44038 -2.17924
C -1.48165 0.73718 -2.78780
C -0.62421 1.40605 -3.64841
C -0.79147 2.76550 -3.88257
C -1.82131 3.45640 -3.25822
C -2.68852 2.79094 -2.40301
H -1.36357 -0.31909 -2.58299
H 0.17732 0.86599 -4.13559
H -0.11722 3.28577 -4.55131
H -1.94936 4.51657 -3.43592
H -3.50131 3.30956 -1.91164
F 2.01228 6.42093 3.29282
C 1.85399 5.10931 3.60163
C 2.89677 4.43348 4.19913
C 2.73367 3.09199 4.51931
C 1.53827 2.44720 4.22935
C 0.50076 3.14286 3.62372
C 0.65628 4.48691 3.31078
H 3.82253 4.95087 4.40903
H 3.54192 2.55058 4.99450
H 1.41143 1.40023 4.47285
H -0.42887 2.63189 3.39571
H -0.14296 5.04928 2.84508
F 3.45709 0.23500 -2.56389
C 4.41770 -0.30017 -1.78752
C 5.69312 -0.43955 -2.29988
C 6.68505 -0.98706 -1.49831
C 6.38816 -1.39499 -0.20480
C 5.09840 -1.25073 0.29089
C 4.10555 -0.69539 -0.50177
H 5.90192 -0.12222 -3.31344
H 7.69050 -1.09560 -1.88434
H 7.16282 -1.82549 0.41716
H 4.86329 -1.57148 1.29716
H 3.09587 -0.56873 -0.12763
F -6.81784 -6.11388 -3.52372
C -7.45776 -5.53572 -4.55401
C -6.83757 -4.50731 -5.23595
C -7.49711 -3.91364 -6.30203
C -8.76589 -4.34662 -6.66523
C -9.37486 -5.37883 -5.96448
C -8.71645 -5.98349 -4.90331
H -5.85196 -4.17941 -4.93138
H -7.02043 -3.11133 -6.84950
H -9.27956 -3.87829 -7.49501
H -10.36517 -5.71407 -6.24397
H -9.17043 -6.79457 -4.34928
F 6.24132 4.69801 4.24532
C 6.92465 5.76426 4.69581
C 8.23952 5.60543 5.08697
C 8.94276 6.70926 5.54721
C 8.32271 7.94960 5.61933
C 6.99838 8.08848 5.22558
C 6.29251 6.99097 4.75503
H 8.70167 4.62865 5.03008
H 9.97590 6.60099 5.85039
H 8.87276 8.80820 5.98260
H 6.51304 9.05370 5.28490
H 5.26206 7.08079 4.43550
```

The net charge is -1. The calculation puts the gap between HOMO and LUMO at 6.3 eV. The calculation puts the energy relative to the best compared isomer or geometry (same formula, charge and spin) at 0.5457 eV. The value obtained for the total energy is -5019.4466 Ha.


No. 3
The following is a DFT calculation (ωB97M-V with the def2-TZVPD basis set) of C40H43F11N2O6S2SeTi as an isolated structure.

Geometry as XYZ:
```
106
Properties=species:S:1:pos:R:3
Ti 0.45631 1.12395 -0.04378
C 0.39220 3.15377 -1.34333
C -0.13685 3.48479 -0.06866
C 0.93673 3.30252 0.87593
C 2.03323 2.77968 0.12658
C 1.73593 2.78220 -1.25571
C 2.72504 2.77653 -2.40294
C 3.47119 4.11961 -2.26261
C 2.03143 2.75513 -3.76530
C 3.73690 1.63970 -2.32084
C 1.25374 3.94411 2.23723
C 1.68707 5.38441 1.88588
C 0.12391 4.01129 3.26590
C 2.46961 3.28236 2.91170
C -1.54323 4.07362 0.06289
C -1.45834 5.55169 0.47716
C -2.40562 3.27135 1.04529
C -2.27054 4.04854 -1.29199
H -0.17694 3.17462 -2.25570
H 2.98333 2.50758 0.55382
H 2.77703 4.96123 -2.31819
H 4.19982 4.21723 -3.06985
H 4.00384 4.17567 -1.31155
H 2.78759 2.85233 -4.54702
H 1.33870 3.59143 -3.88228
H 1.49042 1.82467 -3.93228
H 4.21635 1.58780 -1.34138
H 4.52082 1.79409 -3.06591
H 3.26763 0.68148 -2.51541
H 0.87671 5.96629 1.44880
H 2.51947 5.37479 1.17892
H 2.01782 5.88846 2.79621
H -0.75678 4.53147 2.89960
H 0.48759 4.56419 4.13448
H -0.16304 3.01830 3.60351
H 3.39295 3.47157 2.36241
H 2.34155 2.21035 3.03885
H 2.59520 3.71981 3.90315
H -1.11956 5.69084 1.50047
H -2.45220 5.99621 0.39574
H -0.78757 6.10265 -0.18659
H -1.89242 3.06437 1.98073
H -2.68445 2.32316 0.58310
H -3.32539 3.81781 1.26586
H -1.78988 4.70184 -2.02390
H -3.28722 4.41572 -1.14313
H -2.33171 3.03890 -1.69664
F -0.53782 -2.60197 -2.40252
C -0.55201 -3.29853 -1.26558
F 0.02319 -4.47470 -1.46395
F -1.80880 -3.48089 -0.88254
S 0.31068 -2.35532 0.05756
O -0.31659 -1.04569 -0.00386
O 0.16633 -3.11448 1.25238
N 1.76931 -2.33357 -0.55056
S 2.82878 -1.26940 -0.17401
O 2.26166 0.00738 0.32294
O 3.86373 -1.19417 -1.14653
C 3.63924 -1.88549 1.36367
F 2.76926 -1.90543 2.36325
F 4.10651 -3.10821 1.15547
F 4.64905 -1.07467 1.67174
F -5.50620 0.77846 4.54831
C -4.26423 0.72862 4.07525
C -3.19387 1.05999 4.88545
F -3.40755 1.43057 6.14769
C -1.90913 1.01312 4.37671
F -0.90951 1.34716 5.20082
C -1.63733 0.63884 3.06528
Se 0.18048 0.57597 2.50229
C -2.73379 0.30434 2.28537
F -2.56754 -0.05390 1.00810
C -4.02959 0.35040 2.76588
F -5.05429 0.03797 1.97133
C 2.71063 -4.30605 -7.61068
C 2.86455 -2.96739 -6.94059
C 3.94034 -2.14986 -7.26055
C 4.11293 -0.91955 -6.64292
C 3.18575 -0.49268 -5.71161
C 2.09953 -1.29887 -5.38548
N 1.19064 -0.81561 -4.39865
C -0.07729 -0.38271 -4.64541
C -0.64357 -0.50369 -5.93029
C -1.93799 -0.10880 -6.17620
C -2.74232 0.42811 -5.16676
C -2.20011 0.58327 -3.91489
C -0.87939 0.20503 -3.63499
C -0.36923 0.48117 -2.30255
O -1.10652 0.99185 -1.38899
O 0.84901 0.29619 -1.97814
C 1.93313 -2.55168 -5.97852
C 0.79258 -3.45613 -5.60201
H 3.48439 -4.45220 -8.36278
H 1.73835 -4.39835 -8.09936
H 2.78365 -5.12220 -6.88821
H 4.65684 -2.48727 -8.00016
H 4.96041 -0.29495 -6.89387
H 3.28648 0.46933 -5.22373
H 1.56529 -0.63320 -3.48003
H -0.04022 -0.90889 -6.73048
H -2.33577 -0.21949 -7.17754
H -3.76228 0.72229 -5.36932
H -2.78581 1.00506 -3.10846
H 0.09662 -3.57709 -6.43694
H 0.23804 -3.06754 -4.75352
H 1.15695 -4.45169 -5.34274
```

The net charge is 0. The calculation puts the gap between HOMO and LUMO at 6.7 eV. The calculation puts the energy relative to the best compared isomer or geometry (same formula, charge and spin) at 0.9386 eV. The value obtained for the total energy is -7256.9024 Ha.